1.
The following is a quantum chemistry calculation of a structure of composition C40H51BrCdN7OPSSe, from OMol25.

Output
- total charge = +2
- DFT total energy (Eh) = -7895.81983
- Kohn-Sham gap (Eh) = 0.3117
- LUMO energy (eV) = -4.402
- spin multiplicity = 1

CARTESIAN COORDINATES (ANGSTROEM)
Cd  -0.80606  -0.41034  -0.84220
C  0.57585  5.19765  -1.45621
C  1.09833  3.80565  -1.65793
C  2.41597  3.55158  -2.02066
C  2.84049  2.24972  -2.21560
C  1.91961  1.23585  -2.02465
Br  2.45378  -0.54874  -2.31791
N  0.65463  1.43551  -1.66585
C  0.26437  2.70785  -1.49711
H  1.38213  5.88770  -1.21356
H  -0.16097  5.23232  -0.65402
H  0.09166  5.56330  -2.36286
H  3.11371  4.36878  -2.15568
H  3.85555  2.02091  -2.50441
H  -0.77124  2.83831  -1.21756
N  -3.14692  -2.41664  -2.23657
P  -3.02200  -1.94470  -0.59920
C  -4.56911  -1.01648  -0.34692
C  -5.16493  -0.31407  -1.39313
C  -6.27629  0.48477  -1.15681
C  -6.80133  0.58271  0.12425
C  -6.21587  -0.12023  1.16924
C  -5.10195  -0.91289  0.93728
C  -3.30889  -3.45143  0.34440
C  -2.37339  -3.85903  1.29026
C  -2.60914  -4.99580  2.05108
C  -3.76898  -5.72928  1.85758
C  -4.70821  -5.32485  0.91552
C  -4.48620  -4.18181  0.16895
C  -2.42016  -1.90096  -3.28594
C  -2.63176  -2.39818  -4.58361
C  -1.94108  -1.84727  -5.63269
C  -1.03823  -0.80538  -5.39443
C  -0.88410  -0.37901  -4.09971
N  -1.55082  -0.91029  -3.05545
H  -3.79899  -3.14829  -2.48384
H  -4.77756  -0.40604  -2.40266
H  -6.74390  1.01514  -1.97563
H  -7.67452  1.19485  0.30463
H  -6.63106  -0.05691  2.16586
H  -4.65781  -1.46427  1.75807
H  -1.46070  -3.29352  1.43206
H  -1.88692  -5.30781  2.79293
H  -3.95067  -6.61653  2.44933
H  -5.61787  -5.89303  0.77701
H  -5.24276  -3.84564  -0.53198
H  -3.34139  -3.19991  -4.73878
H  -2.10284  -2.21340  -6.63763
H  -0.48674  -0.33599  -6.19492
H  -0.20331  0.42718  -3.85560
N  0.74553  -3.31659  -3.55735
C  0.65423  -3.96203  -2.38682
N  0.90338  -5.27414  -2.38777
S  0.24882  -3.17521  -0.94591
H  0.98992  -3.78646  -4.41341
H  0.59057  -2.32365  -3.58528
H  1.18899  -5.77372  -3.21333
H  0.84033  -5.77549  -1.51882
C  1.76607  5.09757  3.88298
C  1.65298  3.59247  4.09288
C  0.48198  2.96721  3.33898
C  0.68260  2.87291  1.83090
N  1.72983  1.91915  1.46191
C  1.58644  0.58191  1.41392
Se  -0.02355  -0.35392  1.66766
N  2.77270  0.02304  1.13355
C  3.04802  -1.41852  1.11338
C  3.23266  -1.98631  2.51546
C  4.47627  -1.49101  3.24877
C  5.77123  -2.07271  2.69523
C  3.71342  1.03163  0.95984
C  5.05879  0.98993  0.60554
C  5.70831  2.20203  0.48854
C  5.04505  3.41739  0.71845
C  3.70960  3.45866  1.06433
C  3.05318  2.23655  1.17340
H  2.61033  5.51009  4.43309
H  0.86437  5.60393  4.23003
H  1.90196  5.36520  2.83270
H  1.52541  3.39198  5.15748
H  2.58663  3.09671  3.80897
H  -0.42114  3.55974  3.51223
H  0.27119  1.96376  3.71583
H  0.96714  3.83253  1.39772
H  -0.23135  2.54105  1.33922
H  3.93457  -1.55574  0.49499
H  2.21367  -1.90100  0.60454
H  3.27377  -3.07483  2.41763
H  2.33202  -1.76316  3.09276
H  4.38693  -1.76056  4.30224
H  4.51263  -0.39679  3.22656
H  5.77544  -3.15962  2.78717
H  6.63741  -1.69099  3.23351
H  5.91551  -1.83756  1.63864
H  5.57716  0.05728  0.43843
H  6.75595  2.21615  0.22232
H  5.59739  4.34276  0.63099
H  3.20727  4.39696  1.24957
C  -3.03103  1.97514  0.30627
O  -2.46956  1.39925  -0.88868
H  -4.01628  1.55826  0.50767
H  -3.10197  3.05886  0.20301
H  -2.36469  1.72245  1.12906
H  -3.16949  1.31643  -1.54768

Atoms 1-3, force components in eV/Å:
0.1 -0.3 -0.1
0.0 0.0 0.0
0.0 0.0 0.0


2.
The following is a quantum chemistry calculation of a structure of composition C40H51ClCuGeNP2Sb, from OMol25.

Output
- DFT total energy (Eh) = -6710.02553
- Kohn-Sham gap (alpha / beta) (Eh) = 0.2303 / 0.2640
- LUMO energy (alpha / beta) (eV) = 0.125 / 0.128
- spin multiplicity = 2

CARTESIAN COORDINATES (ANGSTROEM)
Cu  1.76759  1.31402  -0.76291
C  0.60262  -3.66808  -2.25362
P  0.92396  -2.88342  -0.61879
C  0.60646  -4.32308  0.47964
C  2.77328  -2.85842  -0.53931
C  3.53444  -3.90515  -1.05889
C  4.92057  -3.91350  -0.96748
C  5.56647  -2.86801  -0.32881
C  4.82441  -1.82391  0.21179
C  3.43067  -1.79156  0.11319
P  2.47856  -0.31540  0.68125
C  1.56763  -0.96173  2.13448
C  3.75629  0.68726  1.55062
H  0.92179  -3.01384  -3.06720
H  -0.47687  -3.80869  -2.34452
H  1.08405  -4.64116  -2.36239
H  1.16431  -5.20340  0.15118
H  -0.46237  -4.54260  0.46956
H  0.88586  -4.08411  1.50643
H  3.04011  -4.74348  -1.53817
H  5.48932  -4.73590  -1.38540
H  6.64772  -2.86491  -0.24182
H  5.34983  -1.02072  0.70944
H  2.23934  -1.53754  2.77319
H  0.72722  -1.58480  1.83020
H  1.17505  -0.10746  2.69086
H  4.23323  0.15076  2.37280
H  3.24539  1.56442  1.94650
H  4.51837  1.03915  0.85441
C  0.92403  5.90229  -0.72878
Ge  1.19829  4.40410  0.51225
C  0.33949  4.91904  2.20506
C  3.12476  4.35738  0.92767
C  0.61219  2.75156  -0.26445
H  1.32117  6.83312  -0.31107
H  -0.14109  6.03727  -0.93260
H  1.43054  5.70038  -1.67603
H  0.82841  5.81604  2.59981
H  0.44047  4.12167  2.94611
H  -0.72293  5.13559  2.06482
H  3.56881  5.34790  0.79325
H  3.65942  3.65143  0.28482
H  3.28978  4.05446  1.96623
H  -0.46408  2.78829  -0.47996
Cl  6.32874  3.37850  -3.05274
C  5.25814  2.02250  -2.96963
C  5.59803  0.81749  -3.54798
C  4.69597  -0.22555  -3.44905
C  3.51034  -0.02365  -2.76519
N  3.19316  1.13906  -2.18962
C  4.04658  2.15443  -2.30836
H  6.54700  0.70269  -4.05654
H  4.91348  -1.19403  -3.87930
H  2.78748  -0.82173  -2.65207
H  3.75222  3.09689  -1.86133
C  -4.98344  -0.74120  2.18107
C  -4.21314  0.45831  2.68834
C  -4.73328  1.16175  3.77830
C  -4.09513  2.27646  4.30527
C  -2.90665  2.72025  3.74300
C  -2.36883  2.02487  2.66880
C  -3.00358  0.90075  2.12780
Sb  -1.87305  0.02589  0.52238
C  -2.52224  -2.01145  0.90442
C  -2.23796  -2.41013  2.21363
C  -2.57930  -3.67219  2.68347
C  -3.22226  -4.56170  1.83430
C  -3.50253  -4.18092  0.52970
C  -3.15598  -2.91873  0.04241
C  -3.52929  -2.56337  -1.37567
C  -3.10987  0.69161  -1.11631
C  -4.37317  1.24687  -0.91950
C  -5.11927  1.72693  -1.99243
C  -4.59345  1.66776  -3.27422
C  -3.31936  1.15050  -3.47411
C  -2.56049  0.67086  -2.41008
C  -1.15265  0.17726  -2.65911
H  -6.05564  -0.57768  2.30744
H  -4.71489  -1.64880  2.73068
H  -4.79121  -0.93601  1.12580
H  -5.66834  0.82487  4.21683
H  -4.53117  2.79946  5.14906
H  -2.40172  3.59689  4.13074
H  -1.43601  2.36965  2.23051
H  -1.76822  -1.70742  2.89866
H  -2.35992  -3.95095  3.70749
H  -3.50102  -5.54955  2.18275
H  -4.00287  -4.87948  -0.13399
H  -3.72533  -3.46193  -1.96325
H  -2.74691  -1.99376  -1.87451
H  -4.43051  -1.94430  -1.40084
H  -4.78425  1.32111  0.08014
H  -6.10081  2.15277  -1.82092
H  -5.16540  2.03543  -4.11855
H  -2.90024  1.12859  -4.47569
H  -0.93334  0.14518  -3.72740
H  -0.98092  -0.82533  -2.24986
H  -0.42202  0.83903  -2.17812

Atoms 1-3, force components in eV/Å:
-0.5 0.0 0.3
0.0 0.0 0.1
0.0 0.2 -0.1


3.
The following is a quantum chemistry calculation of a structure of composition C40H52ClN8O6RuS3Se, from OMol25.

Output
- DFT total energy (Eh) = -6596.06766
- Kohn-Sham gap (alpha / beta) (Eh) = 0.2274 / 0.2433
- LUMO energy (alpha / beta) (eV) = -0.722 / -0.249
- spin multiplicity = 2

CARTESIAN COORDINATES (ANGSTROEM)
Ru  -0.01524  2.20930  -0.22631
C  -3.28062  6.22617  1.41069
O  -2.02553  5.71321  0.94497
C  -1.49743  4.66590  1.55553
S  -2.19102  3.94097  2.86260
S  0.10326  4.33437  0.80411
H  -3.46893  7.09794  0.79018
H  -3.20662  6.50094  2.46174
H  -4.05153  5.47009  1.28294
C  -1.26350  4.62424  -3.91580
S  -1.85846  3.93721  -2.38574
C  -3.31421  3.12014  -3.03753
O  -0.88564  2.79275  -2.10513
H  -0.90734  3.80326  -4.53874
H  -0.44667  5.30164  -3.68287
H  -2.08385  5.15958  -4.39460
H  -4.18883  3.72515  -2.80685
H  -3.38243  2.16943  -2.51588
H  -3.21816  2.95185  -4.10903
N  0.39317  0.74759  3.57763
C  -0.18684  1.31909  2.50352
N  0.66999  1.54910  1.53534
C  1.90308  1.10438  2.01009
C  3.16887  1.15180  1.44011
C  4.21811  0.60160  2.14710
C  4.02193  0.02573  3.41480
C  2.77900  0.01619  4.01364
C  1.73231  0.57774  3.28947
H  -0.07631  0.51119  4.43338
H  -1.23077  1.57928  2.45518
H  3.30661  1.63083  0.48515
H  5.21503  0.62147  1.72575
H  4.86698  -0.39994  3.93923
H  2.62992  -0.39868  5.00168
C  -4.29448  -2.50466  1.57002
C  -3.29654  -1.36824  1.38708
C  -3.41161  -0.55437  0.06986
C  -3.37342  -1.48165  -1.15451
C  -3.30278  -0.72656  -2.47581
C  -4.72294  0.20375  0.07008
O  -5.80071  -0.34513  -0.01155
N  -4.63243  1.56758  0.17085
C  -3.47693  2.35010  0.05551
O  -3.61276  3.54980  -0.08062
N  -2.26797  1.71025  0.04745
C  -2.20056  0.37130  0.03710
O  -1.06229  -0.12912  0.01944
H  -4.15906  -2.94725  2.55826
H  -4.13366  -3.29440  0.83546
H  -5.32409  -2.16444  1.48338
H  -2.28466  -1.76971  1.39460
H  -3.37309  -0.67041  2.22950
H  -4.27055  -2.09937  -1.13074
H  -2.50525  -2.13152  -1.04535
H  -4.19318  -0.10904  -2.62560
H  -3.24038  -1.41792  -3.31624
H  -2.42301  -0.07996  -2.51968
H  -5.49999  2.08459  0.16843
Se  1.58534  3.82498  -1.82606
C  3.09555  4.66456  -1.02779
C  3.14114  6.05337  -0.94924
C  4.24836  6.66879  -0.38273
N  5.29346  6.01261  0.11416
C  5.24734  4.68254  0.03477
C  4.19538  3.97768  -0.52213
H  2.31461  6.64871  -1.31410
H  4.28775  7.75110  -0.31547
H  6.10785  4.15099  0.42895
H  4.24032  2.90396  -0.59153
C  -0.29504  -3.70635  -1.16439
C  0.84426  -4.36764  -1.94622
C  0.80874  -5.87274  -1.63983
C  0.58781  -4.20419  -3.44858
C  2.23812  -3.78204  -1.56242
O  3.26190  -4.61765  -2.13858
C  2.52559  -3.73880  -0.04483
C  1.87903  -2.63551  0.81563
C  1.26643  -3.09814  2.11887
C  0.21923  -2.35148  2.65102
C  -0.37607  -2.69429  3.85381
C  0.08614  -3.80420  4.54155
Cl  -0.66101  -4.24790  6.04993
C  1.12734  -4.56437  4.04094
C  1.71051  -4.20651  2.83170
C  2.63638  -2.46447  -2.25721
N  1.83227  -1.26911  -2.05561
C  2.10510  -0.25639  -1.24459
N  1.28757  0.75745  -1.46100
C  0.49107  0.27164  -2.46308
N  0.78199  -0.94213  -2.85385
H  -1.24505  -4.11156  -1.52206
H  -0.32819  -2.62530  -1.30651
H  -0.23640  -3.91558  -0.09299
H  -0.20901  -6.23694  -1.78727
H  1.08080  -6.10869  -0.60811
H  1.45272  -6.44049  -2.31339
H  -0.29447  -4.78495  -3.72656
H  1.43098  -4.58100  -4.03072
H  0.40213  -3.16665  -3.72232
H  3.23831  -5.47189  -1.69561
H  3.61372  -3.68811  0.03266
H  2.24404  -4.71084  0.36461
H  1.09675  -2.11617  0.26600
H  2.62512  -1.87459  1.07250
H  -0.14757  -1.49964  2.08833
H  -1.20416  -2.12023  4.25028
H  1.47560  -5.42924  4.58867
H  2.53557  -4.80342  2.46337
H  2.70916  -2.63069  -3.32889
H  3.64175  -2.23260  -1.90560
H  2.92593  -0.28558  -0.54980
H  -0.28819  0.86460  -2.91192

Atoms 1-3, force components in eV/Å:
0.6 1.9 -1.9
0.1 0.0 0.0
-0.1 0.1 0.2


4.
The following is a quantum chemistry calculation of a structure of composition C40H52Li2O20S, from OMol25.

Output
- DFT total energy (Eh) = -3473.15830
- Kohn-Sham gap (Eh) = 0.2587
- LUMO energy (eV) = -0.213
- spin multiplicity = 1

CARTESIAN COORDINATES (ANGSTROEM)
Li  3.03200  43.21500  32.89000
Li  4.32900  44.31000  37.87400
S  4.98500  45.04800  34.82000
O  4.94500  44.88700  36.28400
O  6.28000  44.56400  34.44500
O  4.08400  44.09500  34.16500
O  4.73000  46.41700  34.53600
C  2.84200  44.59200  29.88600
O  3.24000  44.47300  31.25000
H  1.70700  44.23200  29.70400
H  3.58800  44.00600  29.32100
H  3.00600  45.53800  29.67900
H  3.63600  45.31900  31.53500
C  1.60300  44.87900  36.85800
O  2.11700  44.34600  38.10000
H  2.43800  45.13500  36.36200
H  0.83400  45.41200  37.15600
H  1.05800  44.21000  36.21500
H  1.71300  43.63900  38.31900
C  1.15200  45.40800  33.09500
O  1.00900  44.07500  33.52000
H  0.99300  45.71300  32.09500
H  2.09100  45.87700  33.44000
H  0.51000  46.02200  33.58400
H  0.09200  43.87900  33.42500
C  4.54600  46.71400  39.09700
O  4.76200  45.36400  39.54700
H  3.53100  46.91300  39.16800
H  5.12700  47.06600  38.29200
H  5.21900  47.23100  39.87100
H  5.12400  45.38300  40.40600
C  6.33300  41.87000  30.18400
C  6.91300  42.15500  28.87600
C  7.45300  43.44500  28.64800
C  7.50700  44.37400  29.71000
C  6.84300  44.06600  30.89900
C  6.32700  42.78800  31.20600
O  5.77400  42.41000  32.27600
O  8.14100  43.88400  27.57700
H  6.23400  40.76200  30.20600
H  6.84300  41.71600  28.02100
H  7.93600  45.54600  29.55900
H  6.77200  44.98800  31.56100
H  5.70900  43.08500  32.87000
H  8.18500  43.12600  26.93600
C  8.57000  41.23300  37.19400
C  8.62600  41.02600  38.52000
C  8.13100  41.93100  39.53600
C  7.58100  43.14900  39.06800
C  7.55400  43.40100  37.75800
C  7.90600  42.38800  36.84400
O  7.69500  42.73400  35.43900
O  8.36200  41.76000  40.86900
H  8.76600  40.45100  36.41800
H  8.97400  40.12500  38.79100
H  7.17200  43.82300  39.71100
H  7.16100  44.29700  37.25500
H  7.12500  43.52200  35.30400
H  8.98300  40.92700  41.17300
C  3.36800  50.10000  38.76000
C  4.31100  49.64700  37.85500
C  4.04100  49.08300  36.62000
C  2.65400  48.97900  36.26400
C  1.68500  49.64800  37.04600
C  2.00100  50.06000  38.37900
O  1.13400  50.60000  39.20300
O  4.97100  48.69700  35.76300
H  3.87300  50.54300  39.58800
H  5.41300  49.81900  38.09600
H  2.25300  48.40100  35.39200
H  0.47800  49.48300  36.89600
H  1.48500  50.79700  40.12200
H  4.79100  47.71900  35.27000
C  8.71700  47.32700  35.09600
C  9.22000  48.52300  35.52900
C  10.54900  48.72300  35.52100
C  11.47500  47.71500  35.02700
C  10.90600  46.55800  34.53100
C  9.51900  46.28000  34.56900
O  9.08200  45.09500  34.23600
O  11.07300  49.93900  35.83600
H  7.78600  46.95100  35.06700
H  8.33700  49.30300  36.03100
H  12.68100  47.88900  34.83700
H  11.52600  45.82400  34.15100
H  8.11400  45.02300  34.65800
H  10.76300  50.64100  35.21800
C  6.09600  47.51800  31.56400
C  7.05800  48.07400  30.72500
C  6.57500  48.35200  29.37300
C  5.19600  48.20500  29.18100
C  4.28300  47.84500  30.09200
C  4.78700  47.48400  31.33000
O  3.86200  47.20700  32.30300
O  7.37100  48.79100  28.47900
H  6.42200  47.27900  32.55400
H  8.10300  47.77400  30.98200
H  4.96600  48.36400  28.18500
H  3.24400  47.82900  29.67800
H  4.11900  46.71100  33.12700
H  8.16100  49.44500  28.67100
C  2.81500  38.44500  35.46200
C  2.49200  39.77800  35.44100
C  3.41200  40.85700  35.21400
C  4.77200  40.52000  34.88600
C  5.14700  39.17200  34.91300
C  4.09600  38.10000  35.11600
O  4.49800  36.86200  34.94600
O  3.05000  42.21900  35.40300
H  2.04500  37.74900  35.65600
H  1.58700  39.92400  35.68400
H  5.43800  41.13000  34.60400
H  6.07700  38.84900  34.67300
H  5.29800  36.68800  34.43400
H  3.63900  42.94800  34.89500

Atoms 1-3, force components in eV/Å:
-0.3 0.4 -0.3
-0.3 0.0 0.3
1.8 -2.9 3.9